Record 1
{"formula": "C34H37MoN7O5S2", "method": "wB97M-V/def2-TZVPD", "s_squared": 2.013, "gap_ev": [6.92, 7.22], "total_charge": 2, "e_above_lowest_ev": 0.9803, "energy_ev": -80041.9970, "spin_multiplicity": 3, "molar_mass_g_mol": 783.79, "elements": ["Mo", "C", "C", "N", "N", "C", "S", "S", "C", "C", "C", "C", "C", "C", "C", "C", "C", "C", "C", "C", "C", "O", "H", "H", "H", "H", "H", "H", "H", "H", "H", "H", "H", "H", "H", "H", "O", "C", "O", "C", "N", "C", "C", "C", "H", "H", "H", "H", "H", "H", "H", "H", "H", "C", "C", "N", "C", "C", "C", "C", "C", "C", "C", "C", "N", "C", "N", "H", "H", "H", "H", "H", "H", "H", "H", "H", "N", "C", "C", "O", "O", "H", "H", "H", "H", "H"], "xyz": [[-0.283, -0.232, -0.170], [2.301, -3.631, -2.751], [2.051, -2.355, -2.012], [1.166, -1.575, -2.518], [0.969, -0.397, -1.788], [1.852, 0.560, -1.668], [1.461, 1.645, -0.389], [3.188, 0.707, -2.766], [4.296, 1.811, -1.828], [5.754, 1.549, -2.123], [6.226, 0.412, -2.761], [7.590, 0.230, -2.952], [8.491, 1.179, -2.503], [8.024, 2.322, -1.868], [6.665, 2.508, -1.686], [2.866, -2.081, -0.798], [4.239, -2.329, -0.858], [5.070, -2.087, 0.221], [4.530, -1.616, 1.409], [3.170, -1.379, 1.508], [2.342, -1.605, 0.416], [1.012, -1.389, 0.573], [1.561, -3.756, -3.536], [2.281, -4.481, -2.070], [3.290, -3.611, -3.210], [4.081, 1.639, -0.774], [4.044, 2.846, -2.061], [5.538, -0.342, -3.121], [7.944, -0.656, -3.461], [9.551, 1.036, -2.654], [8.719, 3.074, -1.522], [6.307, 3.406, -1.197], [4.670, -2.697, -1.779], [6.131, -2.267, 0.133], [5.168, -1.430, 2.261], [2.731, -1.009, 2.424], [-2.905, 1.228, 2.660], [-2.233, 0.242, 2.422], [-1.390, 0.105, 1.471], [-2.371, -0.985, 3.339], [-3.362, -0.570, 4.401], [-2.671, -0.624, 5.739], [-1.205, -0.479, 5.375], [-1.087, -1.319, 4.104], [-2.772, -1.818, 2.762], [-4.220, -1.117, 4.381], [-3.597, 0.411, 4.122], [-2.879, -1.602, 6.172], [-3.079, 0.151, 6.381], [-0.562, -0.832, 6.178], [-0.960, 0.565, 5.179], [-1.054, -2.382, 4.347], [-0.210, -1.080, 3.504], [-1.976, -4.298, -0.097], [-1.251, -3.149, 0.125], [-1.479, -2.017, -0.571], [-2.454, -2.008, -1.480], [-3.272, -3.107, -1.726], [-2.992, -4.282, -1.044], [-4.367, -3.041, -2.706], [-5.314, -2.108, -2.822], [-5.611, -0.949, -1.963], [-6.657, -0.102, -2.312], [-6.930, 0.954, -1.458], [-6.227, 1.171, -0.353], [-5.248, 0.311, -0.114], [-4.907, -0.741, -0.843], [-1.743, -5.195, 0.459], [-0.446, -3.109, 0.848], [-2.602, -1.090, -2.025], [-3.574, -5.173, -1.236], [-4.416, -3.877, -3.395], [-6.021, -2.240, -3.632], [-7.240, -0.265, -3.206], [-7.738, 1.645, -1.665], [-4.658, 0.497, 0.777], [-1.252, 2.729, -4.377], [-0.656, 1.879, -3.298], [-1.823, 1.541, -2.359], [-2.924, 1.975, -2.655], [-1.537, 0.826, -1.341], [-1.182, 2.310, -5.305], [-0.846, 3.664, -4.415], [-2.262, 2.792, -4.091], [0.112, 2.435, -2.759], [-0.212, 0.980, -3.724]], "atomic_forces_ev_per_a": [[0.32, 0.79, 0.01], [-0.02, 0.05, -0.04], [-0.07, -0.11, -0.10], [0.06, 0.00, -0.15], [-0.03, -0.14, 0.11], [0.20, 0.28, -0.24], [-0.36, -0.16, 0.24], [0.00, -0.03, 0.16], [-0.11, 0.03, -0.05], [0.01, 0.03, -0.02], [-0.02, -0.05, -0.01], [0.04, -0.03, -0.02], [0.00, 0.01, 0.00], [0.01, -0.02, -0.02], [0.00, 0.01, 0.00], [0.00, -0.02, 0.20], [0.02, 0.04, 0.04], [-0.03, 0.00, -0.02], [-0.05, 0.02, -0.01], [0.07, -0.03, -0.11], [0.15, 0.10, -0.03], [-0.18, -0.41, 0.09], [-0.01, -0.01, -0.01], [-0.01, -0.03, 0.04], [0.04, -0.02, -0.02], [0.02, -0.02, 0.01], [-0.02, -0.05, 0.01], [0.01, -0.03, 0.01], [0.01, -0.01, 0.00], [0.04, 0.00, 0.00], [0.03, 0.02, 0.01], [-0.01, 0.03, 0.02], [0.00, -0.01, -0.03], [0.04, -0.01, 0.01], [0.03, 0.01, 0.04], [-0.02, 0.01, 0.02], [-0.03, -0.02, -0.01], [-0.05, 0.10, 0.01], [0.27, -0.08, -0.07], [-0.05, 0.01, 0.00], [-0.09, 0.13, -0.09], [-0.05, -0.06, 0.06], [0.02, -0.01, 0.06], [0.05, 0.00, -0.06], [0.02, 0.02, 0.00], [0.04, -0.01, 0.01], [0.04, -0.15, 0.02], [0.00, 0.04, 0.01], [0.03, 0.01, 0.01], [0.01, 0.01, 0.00], [0.00, 0.03, 0.00], [-0.01, 0.01, -0.01], [-0.03, -0.03, 0.02], [0.06, 0.07, 0.02], [0.04, -0.09, 0.06], [-0.07, -0.14, -0.04], [-0.15, -0.08, 0.00], [0.17, -0.02, 0.08], [0.00, 0.10, 0.00], [-0.07, 0.05, -0.05], [-0.02, -0.09, -0.03], [-0.04, 0.06, 0.00], [0.09, -0.01, 0.07], [-0.03, -0.01, -0.04], [-0.03, 0.08, 0.03], [0.05, 0.00, 0.03], [0.05, -0.02, -0.04], [0.00, 0.00, 0.01], [-0.05, -0.02, -0.06], [-0.03, -0.01, 0.03], [-0.04, -0.04, -0.01], [0.03, 0.00, -0.05], [-0.04, -0.02, -0.02], [-0.02, -0.02, -0.04], [-0.02, 0.02, -0.01], [0.01, 0.01, 0.03], [0.07, 0.04, -0.12], [0.01, 0.04, -0.01], [0.08, 0.04, -0.04], [0.09, -0.07, 0.07], [-0.34, -0.13, -0.07], [0.00, 0.05, 0.08], [-0.02, -0.04, -0.02], [0.00, -0.04, 0.03], [-0.04, -0.03, -0.03], [-0.05, 0.04, 0.02]], "mulliken_spin": [1.9567, 0.0026, -0.0003, -0.0016, -0.0261, 0.0110, -0.0364, 0.0052, 0.0017, 0.0002, -0.0005, 0.0000, -0.0001, 0.0000, 0.0002, 0.0022, -0.0068, 0.0115, -0.0052, 0.0093, 0.0224, 0.0107, 0.0002, -0.0001, 0.0000, -0.0011, -0.0007, 0.0003, 0.0000, 0.0000, 0.0000, 0.0000, -0.0003, 0.0005, 0.0001, 0.0004, 0.0196, 0.0145, -0.0075, 0.0020, -0.0003, 0.0003, -0.0001, -0.0015, 0.0014, 0.0001, -0.0003, 0.0000, -0.0001, -0.0001, 0.0000, -0.0001, 0.0005, -0.0103, 0.0270, -0.0409, 0.0196, -0.0157, 0.0161, 0.0004, -0.0023, 0.0006, -0.0003, -0.0001, -0.0003, 0.0005, -0.0002, 0.0000, 0.0054, -0.0112, 0.0002, -0.0001, -0.0001, 0.0000, 0.0000, -0.0003, 0.0005, 0.0051, 0.0061, 0.0146, 0.0052, 0.0000, -0.0001, 0.0001, -0.0020, -0.0021]}

***

Record 2
{"formula": "C34H38BClO2S", "method": "wB97M-V/def2-TZVPD", "gap_ev": 7.50, "e_above_lowest_ev": 0.1812, "energy_ev": -64005.0071, "smiles": "Cc1ccc(/C=C/[C@@H](B2OC(C)(C)C(C)(C)O2)c2ccc(C)cc2)cc1.Cc1ccc(-c2ccc(Cl)cc2)s1", "spin_multiplicity": 1, "molar_mass_g_mol": 557.01, "elements": ["C", "C", "C", "C", "C", "C", "C", "C", "C", "C", "C", "C", "C", "C", "C", "C", "C", "H", "H", "H", "H", "H", "H", "H", "H", "H", "H", "H", "H", "H", "H", "H", "H", "H", "C", "C", "C", "C", "C", "B", "C", "C", "C", "C", "Cl", "C", "C", "O", "C", "C", "C", "C", "C", "C", "O", "S", "H", "H", "H", "H", "H", "H", "H", "H", "H", "H", "H", "H", "H", "H", "H", "H", "H", "H", "H", "H", "H"], "xyz": [[0.232, 5.898, 3.190], [0.022, 4.659, 2.391], [-1.113, 3.872, 2.625], [-1.271, 2.670, 1.950], [-0.327, 2.252, 1.004], [-0.748, 1.166, 0.056], [-0.040, 1.205, -1.257], [-0.735, 1.407, -2.390], [-0.143, 1.391, -3.705], [-0.911, 0.855, -4.758], [-0.394, 0.778, -6.033], [0.874, 1.297, -6.301], [1.347, 1.294, -7.714], [1.662, 1.814, -5.264], [1.177, 1.830, -3.962], [0.820, 3.027, 0.793], [0.972, 4.236, 1.459], [1.014, 6.519, 2.753], [-0.691, 6.478, 3.287], [0.566, 5.656, 4.205], [-1.867, 4.213, 3.344], [-2.148, 2.038, 2.135], [-1.841, 1.312, -0.053], [1.044, 1.172, -1.264], [-1.817, 1.550, -2.304], [-1.906, 0.475, -4.527], [-0.966, 0.314, -6.834], [2.200, 1.967, -7.837], [1.632, 0.286, -8.044], [0.535, 1.629, -8.371], [2.660, 2.189, -5.499], [1.790, 2.180, -3.129], [1.581, 2.710, 0.080], [1.833, 4.876, 1.253], [2.190, -5.541, 3.488], [1.369, -4.336, 3.236], [0.033, -4.142, 3.560], [-0.402, -2.800, 3.350], [0.624, -1.965, 2.903], [-0.738, -0.346, 0.171], [0.709, -0.536, 2.910], [-0.270, 0.214, 3.588], [0.146, 1.283, 4.378], [1.409, 1.833, 4.158], [1.903, 3.205, 5.070], [2.271, 1.284, 3.200], [1.859, 0.167, 2.485], [0.269, -1.146, -0.332], [-0.466, -2.266, -0.899], [-0.310, -2.207, -2.419], [0.198, -3.514, -0.343], [-1.989, -2.023, -0.393], [-2.912, -1.421, -1.475], [-2.641, -3.192, 0.314], [-1.850, -1.006, 0.632], [2.047, -2.918, 2.516], [1.627, -6.259, 4.095], [2.492, -6.017, 2.545], [3.111, -5.271, 4.023], [-0.575, -4.953, 3.946], [-1.403, -2.432, 3.545], [-1.314, -0.084, 3.484], [-0.510, 1.759, 5.103], [3.205, 1.809, 2.997], [2.387, -0.158, 1.590], [-0.925, -2.980, -2.914], [-0.576, -1.213, -2.806], [0.748, -2.381, -2.664], [-0.257, -4.429, -0.758], [1.266, -3.497, -0.601], [0.140, -3.525, 0.755], [-3.157, -2.164, -2.251], [-3.843, -1.098, -0.981], [-2.468, -0.524, -1.951], [-2.779, -4.027, -0.382], [-2.033, -3.521, 1.165], [-3.627, -2.876, 0.683]], "atomic_forces_ev_per_a": [[0.07, 0.43, 0.30], [-0.13, -0.29, -0.05], [0.26, -0.15, -0.04], [0.04, 0.21, -0.04], [0.01, 0.39, 0.07], [0.17, 0.89, 0.00], [-1.12, 1.88, -1.17], [0.42, -0.08, 1.42], [0.47, -0.07, -1.26], [0.31, 0.20, 0.54], [0.23, 0.12, 0.08], [-0.05, -0.01, 0.23], [0.13, 0.01, -0.51], [-0.32, -0.29, -0.08], [-0.70, -0.24, 0.01], [-0.38, -0.01, 0.04], [-0.10, -0.05, 0.33], [-0.09, 0.12, -0.05], [0.15, 0.02, -0.08], [-0.07, -0.05, -0.10], [0.29, -0.16, -0.22], [0.22, 0.33, -0.17], [0.48, 0.18, -0.47], [-0.15, -0.46, -0.01], [0.29, -0.14, -0.17], [0.13, 0.09, -0.11], [0.05, 0.18, 0.08], [-0.06, -0.15, -0.12], [0.04, 0.23, 0.07], [0.27, -0.03, 0.04], [-0.24, -0.07, 0.12], [-0.18, 0.07, -0.32], [-0.26, 0.14, 0.10], [-0.15, -0.24, 0.12], [0.44, -0.41, -0.22], [-1.37, 0.58, -0.13], [1.04, 0.05, -0.46], [1.03, 0.51, -0.27], [-0.78, -2.04, -0.91], [0.91, -0.73, 2.19], [-0.13, 1.57, -0.42], [0.56, -0.25, 0.64], [-0.16, 0.62, -0.76], [0.11, -1.20, 0.01], [0.19, 0.27, 0.28], [-0.58, 0.80, -0.28], [0.08, -0.18, 0.64], [-1.09, -0.01, -0.47], [-0.13, -0.39, 0.19], [0.00, 0.07, -0.05], [-0.19, -0.34, 0.19], [0.14, -0.23, 0.18], [0.04, -0.09, 0.06], [-0.07, -0.39, -0.30], [0.12, -0.12, -1.05], [-0.46, 0.24, 1.20], [0.14, 0.10, -0.18], [-0.06, -0.06, 0.25], [-0.23, -0.14, -0.06], [0.02, 0.23, 0.08], [0.17, -0.07, 0.19], [0.24, -0.29, 0.81], [-0.05, -0.01, -0.39], [-0.28, -0.21, -0.18], [0.37, -0.37, 0.53], [0.26, 0.30, 0.19], [0.04, -0.45, 0.09], [-0.30, 0.00, 0.02], [0.16, 0.26, 0.19], [-0.31, 0.02, -0.05], [-0.13, -0.13, -0.43], [0.10, 0.31, 0.23], [0.27, -0.18, -0.17], [-0.16, -0.59, 0.24], [-0.04, 0.00, 0.18], [-0.15, 0.07, -0.25], [0.25, -0.08, -0.10]], "mulliken_charge": [-1.3871, 1.2646, -0.9670, -0.7502, 0.5117, 0.8335, -0.7073, -0.0413, -0.1538, -0.4839, -0.8053, 1.0794, -1.4074, -0.9405, -0.5462, -0.0523, -1.2896, 0.3748, 0.3683, 0.1983, 0.3987, 0.3438, 0.1755, 0.5427, 0.7769, 0.3298, 0.3554, 0.3663, 0.2721, 0.3608, 0.3107, 0.4179, 0.3990, 0.2955, -1.2922, 0.7679, -0.8676, -0.0966, 1.0217, -0.2658, -0.2953, -0.0399, -1.4400, 0.7344, -0.2130, -1.3766, 0.1436, -0.2412, 1.8187, -1.5858, -1.7372, 1.4082, -1.4915, -1.7205, -0.4494, -0.1899, 0.3794, 0.2786, 0.2945, 0.3813, 0.4417, 0.4237, 0.3811, 0.3914, 0.3880, 0.3212, 0.1730, 0.3830, 0.3283, 0.4812, 0.0580, 0.3802, 0.4128, 0.1267, 0.3303, 0.1940, 0.4158]}